The following is a DFT calculation (ωB97M-V/def2-TZVPD) of a cluster of 4 separate species, H6IO3 in total at a distorted geometry.

Computed properties:
Charge: -1
Highest occupied orbital energy, eV: -4.42
Relative energy (zero: lowest compared OMol25 entry of this formula, charge and spin), eV: 0.226
Lowest unoccupied orbital energy, eV: 3.59
Gap between HOMO and LUMO, eV: 8.0
Total energy, Ha: -527.12330

Atoms and positions in Å:
I (-0.996, 0.851, 0.723)
O (-2.616, 1.505, -2.530)
H (-2.458, 1.710, -1.617)
H (-2.074, 0.715, -2.638)
O (2.672, 0.671, 0.783)
H (1.779, 0.721, 1.043)
H (2.778, 0.174, -0.018)
O (0.362, -2.315, 1.785)
H (-0.092, -1.505, 1.587)
H (0.646, -2.530, 0.882)